A | A single CH2N2O4 molecule, computed with the ωB97M-V functional and the def2-TZVPD basis.

Properties
* HOMO level: -10.96 eV

Each line ends with the Mulliken charge.
Positions of all 9 atoms, in Å:
N: 0.067 0.101 0.231  -0.4119
C: -1.208 -0.440 0.227  0.6696
O: -1.665 -1.350 0.835  -0.5328
O: -2.047 0.258 -0.556  -0.4172
N: -3.556 0.184 -0.202  1.0703
O: -4.128 -0.371 -1.048  -0.4414
O: -3.781 0.567 0.887  -0.4368
H: 0.334 1.078 -0.169  0.2541
H: 0.687 -0.246 0.939  0.2461

B | 2 unconnected molecules or ions with the total composition CH2N2O4, computed with the ωB97M-V functional and the def2-TZVPD basis.

Properties
* HOMO level: -10.00 eV

Each line ends with the Mulliken charge.
Positions of all 9 atoms, in Å:
O: 2.277 0.784 1.488  -0.3643
C: 1.988 -0.255 1.919  0.7511
O: 1.796 -1.293 2.352  -0.3784
O: -0.092 -1.615 -1.249  -0.4720
N: -0.283 -1.813 -0.074  0.1510
N: -0.382 -0.739 0.693  0.0429
O: -0.338 0.572 0.246  -0.4037
H: -0.467 -0.913 1.680  0.2922
H: -0.693 0.511 -0.763  0.3813

Question: which arrangement is favored energetically? Ranking from most to least stable: B, A.

A | 2 unconnected molecules or ions with the total composition C10H15N2O, computed with the ωB97M-V functional and the def2-TZVPD basis.

Properties
* HOMO level: -11.46 eV
* net charge: +1

Each line ends with the Mulliken charge.
Positions of all 28 atoms, in Å:
C: 3.166 1.181 -1.464  -0.3589
C: 3.064 2.605 -1.571  -0.5824
C: 2.049 0.500 -0.934  -0.2862
C: 1.885 3.124 -1.135  -0.1633
C: 0.885 1.116 -0.514  -0.1604
C: -1.211 0.327 1.810  0.3410
C: -0.936 -0.616 0.746  0.8489
C: -1.269 -0.169 3.132  -1.4001
C: -1.796 -2.462 -1.555  -0.9761
C: -1.055 -2.767 -0.270  -0.3794
N: 0.862 2.463 -0.603  0.0355
N: -2.183 -0.146 0.752  -0.4373
O: -0.295 -1.698 0.387  -0.3180
H: 4.050 0.574 -1.669  0.3848
H: 3.766 3.258 -1.979  0.4508
H: 2.287 -0.588 -1.004  0.2398
H: 1.835 4.244 -1.242  0.2835
H: -0.725 1.355 1.732  0.1285
H: -2.158 -0.724 3.321  0.3488
H: -1.125 0.580 3.931  0.3733
H: -0.453 -0.860 3.314  0.3294
H: -2.618 -3.123 -1.883  0.3656
H: -2.243 -1.516 -1.494  0.3364
H: -1.089 -2.259 -2.510  0.2710
H: -0.249 -3.424 -0.414  0.3864
H: -1.821 -3.166 0.326  0.3526
H: -2.835 -0.850 0.839  0.2919
H: 0.213 3.041 -0.051  0.2942

B | 2 unconnected molecules or ions with the total composition C10H15N2O, computed with the ωB97M-V functional and the def2-TZVPD basis.

Properties
* HOMO level: -11.79 eV
* net charge: +1

Each line ends with the Mulliken charge.
Positions of all 28 atoms, in Å:
N: -0.827 0.750 1.820  -0.3653
N: -0.035 -0.285 1.266  -0.1224
C: 1.254 -0.253 1.775  0.1346
O: 1.740 0.780 2.208  -0.5293
H: -0.240 1.585 1.888  0.2703
H: -1.629 0.893 1.213  0.1107
H: -0.462 -1.205 1.276  0.2597
H: 1.747 -1.241 1.715  0.2746
C: -4.394 0.949 1.751  -1.5022
C: -3.986 -0.480 1.767  1.3518
C: -3.753 -1.126 3.082  -1.5508
C: -3.986 -1.226 0.574  0.8106
C: -3.565 -2.596 0.530  -0.2105
C: -3.540 -3.303 -0.661  -0.8713
C: -3.952 -2.700 -1.855  -0.2550
C: -4.396 -1.371 -1.846  -0.8198
C: -4.410 -0.643 -0.667  -0.1780
H: -3.921 1.499 0.924  0.4593
H: -5.482 1.067 1.626  0.4276
H: -4.112 1.441 2.690  0.3859
H: -3.070 -1.982 3.028  0.3658
H: -3.319 -0.401 3.785  0.3952
H: -4.694 -1.492 3.527  0.3756
H: -3.257 -3.091 1.452  0.2473
H: -3.203 -4.339 -0.654  0.4010
H: -3.932 -3.261 -2.786  0.4273
H: -4.734 -0.896 -2.768  0.3928
H: -4.767 0.391 -0.672  0.3145

Question: which arrangement is favored energetically? Ranking from most to least stable: B, A.

A | A single C6H8S molecule, computed with the ωB97M-V functional and the def2-TZVPD basis.

Properties
* HOMO level: -8.19 eV

Each line ends with the Mulliken charge.
Positions of all 15 atoms, in Å:
C: -1.493 -1.236 0.330  -0.1150
C: -1.092 -0.831 -0.874  -0.7752
C: 0.300 -0.214 -0.908  0.1197
C: 0.863 1.198 -1.144  -0.6785
C: 0.339 0.800 0.193  -0.2086
C: 0.697 0.184 1.540  -0.6000
S: -0.692 -0.965 1.887  -0.1457
H: -2.405 -1.874 0.446  0.3026
H: -1.630 -1.174 -1.703  0.3633
H: 1.132 -0.910 -0.878  0.2679
H: 0.296 1.982 -1.640  0.2455
H: 1.929 1.243 -1.341  0.2425
H: -0.611 1.303 0.285  0.3226
H: 1.584 -0.453 1.472  0.3094
H: 0.784 0.946 2.334  0.3494

B | 2 unconnected molecules or ions with the total composition C6H8S, computed with the ωB97M-V functional and the def2-TZVPD basis.

Properties
* HOMO level (spin up / spin down): -8.69 / -7.99 eV

Each line ends with the Mulliken charge.
Positions of all 15 atoms, in Å:
C: -0.597 -1.866 -0.185  -0.3518
C: -0.770 -0.611 -0.613  -0.5253
C: 0.795 -2.026 0.421  -0.8402
C: 1.310 -0.620 0.499  -0.4138
C: 0.269 0.228 -0.233  0.2086
C: -1.040 3.221 0.046  -0.4697
S: 1.761 0.185 -1.127  -0.1966
H: -1.210 -2.663 -0.444  0.4427
H: -1.622 -0.184 -1.104  0.4360
H: 0.708 -2.450 1.375  0.3194
H: 1.415 -2.810 -0.017  0.3138
H: 1.710 -0.098 1.368  0.4236
H: -0.486 3.762 0.879  0.2581
H: -0.827 2.153 0.038  0.1487
H: -1.417 3.776 -0.902  0.2465

Question: which arrangement is favored energetically? Ranking from most to least stable: A, B.

A | A single C3H4S2 molecule, computed with the ωB97M-V functional and the def2-TZVPD basis.

Properties
* HOMO level: -8.83 eV

Each line ends with the Mulliken charge.
Positions of all 9 atoms, in Å:
S: -2.302 -0.583 1.617  -0.2355
C: -1.299 0.006 0.377  -0.3643
C: 0.126 -0.119 0.533  -0.2139
C: 1.143 0.001 -0.843  -0.6501
S: 0.877 1.496 0.052  -0.0575
H: -1.592 0.462 -0.511  0.3522
H: 0.425 -0.621 1.370  0.5105
H: 1.987 -0.565 -0.826  0.3670
H: 0.635 -0.077 -1.769  0.2916

B | A molecular structure, C3H4S2, computed with the ωB97M-V functional and the def2-TZVPD basis.

Properties
* HOMO level: -8.39 eV

Each line ends with the Mulliken charge.
Positions of all 9 atoms, in Å:
C: 1.451 -0.069 1.026  -0.6682
C: -1.128 0.433 -0.898  -0.4889
C: -0.187 -0.338 -0.107  0.2294
S: 1.273 -1.390 -0.361  -0.0863
S: -1.841 -0.672 0.406  -0.1272
H: 1.864 0.807 0.688  0.3581
H: 0.954 -0.270 2.033  0.3129
H: -1.144 1.479 -0.808  0.2711
H: -1.242 0.019 -1.980  0.1991

C | A single C3H4S2 molecule, computed with the ωB97M-V functional and the def2-TZVPD basis.

Properties
* HOMO level: -8.30 eV

Each line ends with the Mulliken charge.
Positions of all 9 atoms, in Å:
C: -1.171 -0.109 -0.122  -0.5461
C: -0.133 -0.881 -0.325  0.3345
C: 1.011 -1.253 -0.719  -0.5428
S: -0.871 1.695 0.705  -0.0084
S: 1.033 2.049 0.612  -0.3661
H: -2.245 -0.109 -0.207  0.3813
H: 1.366 -0.930 -1.682  0.2323
H: 1.835 -1.654 -0.228  0.2959
H: -0.825 1.191 1.966  0.2195

D | A single C3H4S2 molecule, computed with the ωB97M-V functional and the def2-TZVPD basis.

Properties
* HOMO level: -8.89 eV

Each line ends with the Mulliken charge.
Positions of all 9 atoms, in Å:
C: 0.278 1.466 -0.061  -1.2360
C: 0.489 0.068 -0.152  0.4683
S: 2.077 -0.370 0.094  -0.1930
C: -0.695 -0.785 -0.190  -0.1792
S: -2.112 -0.129 0.099  -0.2126
H: -0.169 1.731 0.992  0.2892
H: 1.157 1.937 -0.357  0.4297
H: -0.442 1.720 -0.840  0.3588
H: -0.421 -1.903 -0.466  0.2748

Question: which arrangement is favored energetically? Ranking from most to least stable: D, A, C, B.